# C32H87N3O20

10 unconnected molecules or ions with the total composition C32H87N3O20 at a distorted geometry (ωB97M-V with the def2-TZVPD basis set, OMol25).

ORCA input file:
```
! RIJCOSX wB97M-V def2-TZVPD def2/J DEFGRID3
* xyz 0 1
C 5.828 -0.555 0.405
C 4.955 0.361 -0.423
O 5.551 1.651 -0.441
O 7.058 -0.868 -0.230
H 5.320 -1.455 0.744
H 6.049 0.054 1.295
H 4.016 0.428 0.151
H 4.718 -0.107 -1.379
H 5.414 1.947 -1.352
H 7.550 -0.042 -0.264
C 4.398 4.297 -3.176
C 3.485 3.164 -3.545
O 3.147 2.382 -2.420
O 5.570 3.762 -2.575
H 3.848 4.765 -2.346
H 4.534 4.973 -4.019
H 3.908 2.529 -4.343
H 2.584 3.544 -4.044
H 2.245 2.050 -2.510
H 6.083 4.486 -2.205
C -2.977 4.024 2.605
C -1.750 3.191 2.832
O -1.660 2.826 4.199
O -4.135 3.358 3.164
H -3.215 4.153 1.542
H -2.866 5.039 2.994
H -0.876 3.821 2.651
H -1.692 2.353 2.128
H -2.422 2.255 4.347
H -4.875 3.657 2.628
C -0.379 3.341 -4.869
C -1.623 2.806 -5.486
O -1.317 1.621 -6.176
O 0.017 2.516 -3.745
H -0.597 4.280 -4.356
H 0.457 3.466 -5.557
H -2.109 3.612 -6.070
H -2.412 2.690 -4.727
H -2.129 1.274 -6.557
H 0.124 1.604 -4.044
C -0.263 -1.159 4.968
C 0.664 0.039 4.961
O 0.868 0.497 3.617
O -1.487 -0.891 4.348
H -0.371 -1.426 6.021
H 0.270 -1.978 4.463
H 1.598 -0.204 5.480
H 0.260 0.876 5.538
H 1.795 0.350 3.415
H -1.291 -0.590 3.452
C -3.828 -0.935 -4.093
C -5.309 -1.067 -3.899
O -5.660 -1.027 -2.517
O -3.366 0.302 -3.538
H -3.595 -0.899 -5.166
H -3.249 -1.784 -3.719
H -5.698 -2.000 -4.309
H -5.861 -0.256 -4.388
H -5.140 -0.322 -2.114
H -2.921 0.097 -2.700
C 0.969 4.441 -0.595
C 0.972 5.560 0.415
O 0.743 6.848 -0.127
O -0.049 4.711 -1.547
H 0.767 3.519 -0.030
H 1.918 4.239 -1.103
H 1.855 5.512 1.058
H 0.145 5.347 1.112
H 0.538 6.704 -1.057
H -0.172 3.918 -2.080
C -4.865 0.938 5.937
O -4.333 0.533 7.166
C -2.977 0.091 7.074
C -2.630 -0.760 8.289
N -1.953 -1.996 7.865
C -2.211 -3.179 8.709
C -2.189 -2.886 10.205
O -2.228 -4.144 10.857
C -3.146 -4.224 11.932
H -5.214 0.051 5.381
H -4.175 1.505 5.305
H -5.775 1.528 6.056
H -2.365 0.997 7.015
H -2.895 -0.529 6.177
H -3.568 -0.924 8.837
H -1.951 -0.234 8.962
H -2.313 -2.273 6.959
H -1.403 -3.897 8.546
H -3.146 -3.682 8.434
H -3.041 -2.276 10.505
H -1.230 -2.421 10.452
H -4.139 -3.862 11.641
H -2.770 -3.701 12.813
H -3.261 -5.288 12.139
C 0.096 -1.903 -6.844
O 1.489 -2.070 -7.040
C 2.287 -1.246 -6.224
C 3.667 -1.819 -6.014
N 3.647 -3.088 -5.326
C 5.018 -3.552 -5.016
C 5.117 -5.043 -5.069
O 5.046 -5.427 -6.436
C 4.744 -6.784 -6.614
H -0.411 -2.075 -7.788
H -0.112 -0.904 -6.446
H -0.238 -2.617 -6.079
H 1.761 -1.169 -5.261
H 2.440 -0.226 -6.610
H 4.182 -1.067 -5.403
H 4.218 -1.849 -6.967
H 3.244 -3.777 -5.954
H 5.237 -3.225 -3.995
H 5.739 -3.120 -5.717
H 4.407 -5.595 -4.444
H 6.118 -5.361 -4.736
H 4.626 -6.961 -7.683
H 3.797 -7.049 -6.132
H 5.573 -7.411 -6.264
C 2.304 -0.488 -2.591
O 1.053 0.077 -3.038
C -0.117 -0.432 -2.444
C -0.535 0.326 -1.215
N -1.896 0.034 -0.810
C -2.254 -1.355 -0.547
C -3.375 -1.411 0.454
O -3.077 -0.544 1.506
C -4.192 -0.290 2.354
H 2.212 -1.559 -2.398
H 2.411 0.006 -1.625
H 3.026 -0.216 -3.348
H -0.180 -1.527 -2.374
H -0.897 -0.287 -3.213
H -0.454 1.398 -1.398
H 0.175 0.102 -0.393
H -2.124 0.607 -0.011
H -1.386 -1.792 -0.002
H -2.363 -1.981 -1.430
H -3.488 -2.442 0.823
H -4.349 -1.186 -0.010
H -4.681 -1.250 2.549
H -4.871 0.470 1.969
H -3.777 0.035 3.307
*
```

Values from the calculation:
E   -80006.758 eV
SMILES   COCCNCCOC.COCCNCCOC.COCCNCCOC.OCCO.OCCO.OCCO.OCCO.OCCO.OCCO.OCCO
Relative energy (zero: lowest compared OMol25 entry of this formula, charge and spin)   0.0 kcal/mol

=====

# C32H88AsF6N8O8Sr

A molecular structure, C32H88AsF6N8O8Sr at a distorted geometry (ωB97M-V with the def2-TZVPD basis set, OMol25).

ORCA input file:
```
! RIJCOSX wB97M-V def2-TZVPD def2/J DEFGRID3
* xyz 1 1
Sr 14.451 -27.346 -19.486
As 18.262 -28.850 -17.910
F 19.943 -29.095 -17.309
F 18.706 -29.786 -19.392
F 16.620 -28.530 -18.595
F 17.849 -27.896 -16.487
F 18.800 -27.382 -18.759
F 17.783 -30.396 -17.102
C 12.203 -31.230 -18.324
C 12.944 -29.879 -18.212
C 13.744 -29.518 -16.959
O 14.217 -28.156 -17.150
C 15.118 -27.802 -16.075
N 13.718 -29.853 -19.430
H 11.646 -31.420 -19.241
H 11.475 -31.186 -17.514
H 12.858 -32.050 -18.027
H 12.151 -29.141 -18.333
H 14.622 -30.159 -16.880
H 13.106 -29.562 -16.077
H 15.886 -28.565 -15.945
H 14.529 -27.632 -15.174
H 15.521 -26.792 -16.152
H 13.064 -30.200 -20.117
H 14.443 -30.551 -19.339
C 21.221 -27.161 -15.428
C 21.870 -26.906 -14.046
C 21.974 -28.157 -13.085
O 22.274 -27.623 -11.816
C 21.194 -27.077 -11.074
N 23.148 -26.259 -14.271
H 21.780 -27.892 -16.013
H 21.246 -26.309 -16.106
H 20.206 -27.509 -15.236
H 21.293 -26.089 -13.613
H 22.785 -28.829 -13.365
H 21.058 -28.745 -13.137
H 20.240 -27.603 -11.117
H 21.007 -26.063 -11.427
H 21.508 -26.896 -10.046
H 23.570 -26.213 -13.355
H 23.700 -26.928 -14.788
C 17.592 -24.449 -17.386
C 16.211 -24.690 -17.888
C 15.664 -23.326 -18.357
O 14.299 -23.276 -18.768
C 13.817 -21.877 -18.675
N 16.345 -25.689 -18.942
H 17.609 -23.558 -16.758
H 18.395 -24.286 -18.104
H 17.879 -25.244 -16.698
H 15.555 -25.096 -17.117
H 16.329 -22.760 -19.009
H 15.715 -22.691 -17.473
H 12.810 -21.810 -19.086
H 14.476 -21.111 -19.084
H 13.666 -21.547 -17.648
H 17.160 -26.260 -18.765
H 16.551 -25.137 -19.762
C 22.311 -31.646 -15.910
C 22.323 -32.429 -17.269
C 22.280 -31.413 -18.380
O 22.348 -32.137 -19.647
C 22.531 -31.288 -20.711
N 23.452 -33.301 -17.380
H 23.217 -31.053 -15.782
H 22.254 -32.305 -15.044
H 21.498 -30.922 -15.847
H 21.476 -33.115 -17.299
H 23.103 -30.714 -18.232
H 21.385 -30.792 -18.403
H 21.762 -30.516 -20.708
H 22.271 -31.886 -21.585
H 23.581 -30.998 -20.703
H 24.251 -32.800 -17.018
H 23.678 -33.541 -18.335
C 14.860 -33.461 -20.344
C 15.664 -33.166 -19.084
C 16.982 -33.894 -18.893
O 17.861 -33.533 -19.922
C 19.224 -33.617 -19.618
N 15.790 -31.728 -19.080
H 13.955 -32.876 -20.508
H 14.559 -34.508 -20.360
H 15.618 -33.327 -21.116
H 15.014 -33.383 -18.236
H 16.976 -34.984 -18.917
H 17.500 -33.636 -17.969
H 19.370 -32.939 -18.777
H 19.741 -33.475 -20.567
H 19.493 -34.617 -19.276
H 16.420 -31.518 -18.319
H 16.467 -31.533 -19.803
C 18.089 -30.142 -9.261
C 16.934 -30.517 -10.123
C 17.312 -30.583 -11.627
O 17.584 -29.278 -12.173
C 17.797 -29.327 -13.553
N 16.420 -31.813 -9.731
H 17.715 -29.970 -8.252
H 18.552 -29.241 -9.663
H 18.928 -30.837 -9.307
H 16.138 -29.777 -10.041
H 16.492 -31.036 -12.183
H 18.128 -31.301 -11.711
H 17.777 -28.331 -13.994
H 17.069 -29.990 -14.020
H 18.726 -29.815 -13.849
H 15.568 -32.039 -10.224
H 17.071 -32.502 -10.080
C 19.310 -31.359 -22.500
C 19.478 -29.927 -23.033
C 19.098 -29.744 -24.535
O 20.020 -30.358 -25.439
C 19.800 -30.036 -26.806
N 18.690 -29.040 -22.205
H 19.925 -32.100 -23.011
H 18.289 -31.740 -22.522
H 19.705 -31.494 -21.493
H 20.530 -29.676 -22.892
H 19.062 -28.674 -24.741
H 18.117 -30.193 -24.684
H 19.963 -28.967 -26.942
H 18.735 -30.215 -26.955
H 20.505 -30.590 -27.426
H 19.004 -29.256 -21.270
H 18.927 -28.080 -22.409
C 16.590 -35.613 -10.539
C 17.506 -34.807 -11.564
C 16.603 -34.084 -12.576
O 17.468 -33.515 -13.589
C 16.743 -32.883 -14.607
N 18.310 -33.863 -10.793
H 16.031 -36.383 -11.071
H 15.957 -34.978 -9.920
H 17.257 -36.231 -9.938
H 18.205 -35.441 -12.109
H 16.085 -33.234 -12.133
H 15.833 -34.750 -12.967
H 17.354 -32.479 -15.414
H 16.083 -32.116 -14.199
H 16.052 -33.607 -15.039
H 18.796 -33.287 -11.466
H 19.079 -34.395 -10.412
*
```

Values from the calculation:
E   -140885.692 eV
Relative energy (zero: lowest compared OMol25 entry of this formula, charge and spin)   43.1 kcal/mol

=====

Results for gap between HOMO and LUMO: 9.24; 6.15 (in eV, following the order of the records).